# 1
A single C17H15ClN2O2 molecule. Source: the OMol25 dataset; level of theory: ωB97M-V with the def2-TZVPD basis set.

Each atom is followed by the atoms it is bonded to, with distances in Å.
Atoms and positions in Å:
1 C 2.7681 -0.6499 -2.8819  C2 1.489, H35 1.089, H36 1.088, H37 1.088
2 C 1.7712 -0.0538 -1.9500  C1 1.489, C3 1.355, N18 1.377
3 C 1.6522 -0.4144 -0.6496  C2 1.355, C4 1.449, H17 1.080
4 C 2.4794 -1.4165 -0.0084  C3 1.449, O5 1.223, C6 1.494
5 O 3.4602 -1.9353 -0.5230  C4 1.223
6 C 2.0750 -1.7866 1.3817  C4 1.494, C7 1.392, C11 1.392
7 C 0.7440 -1.8517 1.7834  C6 1.392, C8 1.383, H16 1.081
8 C 0.4260 -2.2239 3.0772  C7 1.383, C9 1.385, H15 1.081
9 C 1.4291 -2.5270 3.9833  C8 1.385, C10 1.385, H14 1.080
10 C 2.7557 -2.4772 3.5872  C9 1.385, C11 1.382, H13 1.080
11 C 3.0752 -2.1189 2.2914  C6 1.392, C10 1.382, H12 1.080
12 H 4.1029 -2.0872 1.9611  C11 1.080
13 H 3.5395 -2.7238 4.2883  C10 1.080
14 H 1.1756 -2.8105 4.9944  C9 1.080
15 H -0.6097 -2.2801 3.3801  C8 1.081
16 H -0.0482 -1.6424 1.0788  C7 1.081
17 H 0.8979 0.0526 -0.0344  C3 1.080
18 N 1.0272 0.9698 -2.4937  C2 1.377, N19 1.392, H34 1.015
19 N -0.0641 1.4974 -1.8100  N18 1.392, C20 1.366, H33 1.009
20 C -1.3250 1.0249 -2.0374  N19 1.366, O21 1.213, C22 1.487
21 O -1.5413 0.1922 -2.8926  C20 1.213
22 C -2.3829 1.6300 -1.1848  C20 1.487, C23 1.393, C27 1.392
23 C -3.5028 0.8516 -0.9018  C22 1.393, C24 1.381, H32 1.079
24 C -4.5242 1.3447 -0.1143  C23 1.381, C25 1.387, H31 1.078
25 C -4.4322 2.6363 0.3835  C24 1.387, C26 1.388, Cl30 1.725
26 C -3.3344 3.4334 0.0926  C25 1.388, C27 1.382, H29 1.079
27 C -2.3111 2.9285 -0.6878  C22 1.392, C26 1.382, H28 1.080
28 H -1.4753 3.5673 -0.9321  C27 1.080
29 H -3.2865 4.4419 0.4724  C26 1.079
30 Cl -5.7029 3.2666 1.3652  C25 1.725
31 H -5.3879 0.7391 0.1098  C24 1.078
32 H -3.5558 -0.1455 -1.3115  C23 1.079
33 H 0.1569 2.0866 -1.0211  N19 1.009
34 H 0.8510 0.9080 -3.4910  N18 1.015
35 H 3.7727 -0.3524 -2.5861  C1 1.089
36 H 2.7371 -1.7348 -2.8106  C1 1.088
37 H 2.5871 -0.3392 -3.9083  C1 1.088

HOMO level: -8.755 eV
calculated total energy: -1376.99082 a.u.
total charge: 0
structure (SMILES): C/C(=C\C(=O)c1ccccc1)NNC(=O)c1ccc(Cl)cc1

Taken from the Mulliken analysis, the atomic charges in e are: atom 1 (C): -1.1395, atom 2 (C): 0.6788, atom 3 (C): -0.4255, atom 4 (C): 0.0390, atom 5 (O): -0.6662, atom 6 (C): 0.3655, atom 7 (C): -0.4696, atom 8 (C): -0.6132, atom 9 (C): -0.3560, atom 10 (C): -0.5302, atom 11 (C): -0.3931, atom 12 (H): 0.3953, atom 13 (H): 0.3750, atom 14 (H): 0.3768, atom 15 (H): 0.3783, atom 16 (H): 0.5354, atom 17 (H): 0.4806, atom 18 (N): -0.5210, atom 19 (N): -0.0760, atom 20 (C): 0.2999, atom 21 (O): -0.6464, atom 22 (C): 0.4403, atom 23 (C): -0.4222, atom 24 (C): -0.6386, atom 25 (C): 0.4236, atom 26 (C): -0.7758, atom 27 (C): -0.2599, atom 28 (H): 0.4612, atom 29 (H): 0.4206, atom 30 (Cl): -0.2058, atom 31 (H): 0.4155, atom 32 (H): 0.4545, atom 33 (H): 0.3617, atom 34 (H): 0.2895, atom 35 (H): 0.2478, atom 36 (H): 0.3415, atom 37 (H): 0.3581



# 2
2 unconnected molecules or ions with the total composition C11H15N at a distorted geometry. Source: the OMol25 dataset; level of theory: ωB97M-V with the def2-TZVPD basis set.

Each atom is followed by the atoms it is bonded to, with distances in Å.
Atoms and positions in Å:
1 C 2.1328 -1.0579 1.3840  C3 1.457, H14 1.087, H15 1.115, H19 1.066
2 C 0.0242 -1.8947 0.2656  C3 1.436, C4 1.477, C6 1.402
3 C 0.8346 -1.7166 1.4381  C1 1.457, C2 1.436, C5 1.363
4 C -1.0266 -2.8061 0.7626  C2 1.477, C9 1.408, N10 1.396
5 C 0.3112 -2.3191 2.5426  C3 1.363, N10 1.416, H16 1.085
6 C -0.2986 -1.2191 -0.9193  C2 1.402, C7 1.344, H11 1.060
7 C -1.3527 -1.5309 -1.6917  C6 1.344, C8 1.411, H12 1.088
8 C -2.3805 -2.3779 -1.2243  C7 1.411, C9 1.436, H13 1.032
9 C -2.2120 -3.0390 0.0390  C4 1.408, C8 1.436, H18 1.073
10 N -0.8676 -2.9913 2.1368  C4 1.396, C5 1.416, H17 0.978
11 H 0.4218 -0.4853 -1.1782  C6 1.060
12 H -1.5767 -1.1863 -2.6990  C7 1.088
13 H -3.2692 -2.4438 -1.7456  C8 1.032
14 H 1.9468 -0.0111 1.1599  C1 1.087
15 H 2.7756 -1.4459 0.5602  C1 1.115
16 H 0.7058 -2.4556 3.5445  C5 1.085
17 H -1.4894 -3.4509 2.7360  N10 0.978
18 H -3.0108 -3.5813 0.5078  C9 1.073
19 H 2.7454 -1.2244 2.2400  C1 1.066
20 C 0.2669 4.8380 -0.6236  C21 1.621, H22 1.076, H23 1.149, H24 1.101
21 C 1.2080 4.5698 -1.9164  C20 1.621, H25 1.042, H26 1.226, H27 1.055
22 H -0.7623 4.9018 -0.9296  C20 1.076
23 H 0.2719 3.9901 0.1517  C20 1.149
24 H 0.4650 5.6845 0.0526  C20 1.101
25 H 0.7250 4.9753 -2.7459  C21 1.042
26 H 1.2271 3.3641 -2.1390  C21 1.226
27 H 2.1840 4.9136 -1.7087  C21 1.055

HOMO level: -7.780 eV
calculated total energy: -482.84770 a.u.
total charge: 0
structure (SMILES): Cc1c[nH]c2ccccc12.CC

Taken from the Mulliken analysis, the atomic charges in e are: atom 1 (C): -1.3607, atom 2 (C): 0.6959, atom 3 (C): 0.7319, atom 4 (C): 0.1082, atom 5 (C): -0.8091, atom 6 (C): -0.6031, atom 7 (C): -0.5961, atom 8 (C): -0.3816, atom 9 (C): -0.7953, atom 10 (N): -0.0424, atom 11 (H): 0.4416, atom 12 (H): 0.3381, atom 13 (H): 0.4389, atom 14 (H): 0.2634, atom 15 (H): 0.3135, atom 16 (H): 0.3839, atom 17 (H): 0.1210, atom 18 (H): 0.3544, atom 19 (H): 0.3961, atom 20 (C): -0.7897, atom 21 (C): -0.6433, atom 22 (H): 0.2671, atom 23 (H): 0.2031, atom 24 (H): 0.2944, atom 25 (H): 0.2709, atom 26 (H): 0.1243, atom 27 (H): 0.2746



# 3
A single C3H8N2O2 molecule at a distorted geometry. Source: the OMol25 dataset; level of theory: ωB97M-V with the def2-TZVPD basis set.

Each atom is followed by the atoms it is bonded to, with distances in Å.
Atoms and positions in Å:
1 N -0.9638 -0.3679 1.0080  C2 1.458, H8 0.993, H9 1.020
2 C 0.2742 -0.0305 0.3154  N1 1.458, C3 1.486, C5 1.565, H10 1.144
3 C 0.8376 -0.9985 -0.6616  C2 1.486, O4 1.431, H11 1.212, H12 1.062
4 O 1.2759 -2.1647 0.0416  C3 1.431, H13 0.963
5 C -0.0722 1.3351 -0.3671  C2 1.565, N6 1.365, O7 1.254
6 N -0.9000 2.2908 0.1476  C5 1.365, H14 0.988, H15 0.981
7 O 0.5769 1.6234 -1.4012  C5 1.254
8 H -1.4734 -0.8527 0.3068  N1 0.993
9 H -0.8528 -1.0438 1.7644  N1 1.020
10 H 1.1871 0.1744 0.9740  C2 1.144
11 H 1.9231 -0.8127 -1.1680  C3 1.212
12 H 0.2121 -1.2336 -1.4868  C3 1.062
13 H 0.6700 -2.9050 -0.0688  O4 0.963
14 H -1.3970 2.9306 -0.4176  N6 0.988
15 H -1.2976 2.0552 1.0131  N6 0.981

HOMO level: -9.298 eV
calculated total energy: -379.07403 a.u.
total charge: 0
structure (SMILES): NC(=O)[C@@H](N)CO

Taken from the Mulliken analysis, the atomic charges in e are: atom 1 (N): -0.6808, atom 2 (C): 0.5665, atom 3 (C): -0.7103, atom 4 (O): -0.5115, atom 5 (C): 0.2610, atom 6 (N): -0.3758, atom 7 (O): -0.6195, atom 8 (H): 0.2408, atom 9 (H): 0.2569, atom 10 (H): 0.1984, atom 11 (H): 0.1856, atom 12 (H): 0.4279, atom 13 (H): 0.3006, atom 14 (H): 0.2445, atom 15 (H): 0.2159



Q: Which of these has the lowest HOMO level?
A: C3H8N2O2